{
  "formula": "C17H62N14O19",
  "method": "the ωB97M-V functional and the def2-TZVPD basis",
  "symbols": ["C", "O", "N", "N", "H", "H", "H", "H", "C", "O", "N", "N", "H", "H", "H", "H", "C", "O", "N", "N", "H", "H", "H", "H", "C", "O", "N", "N", "H", "H", "H", "H", "C", "O", "N", "N", "H", "H", "H", "H", "C", "O", "N", "N", "H", "H", "H", "H", "C", "O", "N", "N", "H", "H", "H", "H", "C", "C", "O", "O", "H", "H", "H", "H", "H", "H", "C", "C", "O", "O", "H", "H", "H", "H", "H", "H", "C", "C", "O", "O", "H", "H", "H", "H", "H", "H", "C", "C", "O", "O", "H", "H", "H", "H", "H", "H", "C", "C", "O", "O", "H", "H", "H", "H", "H", "H", "O", "H", "H", "O", "H", "H"],
  "xyz": [[7.721, -0.424, -5.520], [8.256, 0.020, -6.511], [8.429, -0.914, -4.489], [6.397, -0.462, -5.288], [9.433, -0.900, -4.378], [8.024, -1.222, -3.617], [5.816, -0.549, -6.110], [6.260, -0.784, -4.341], [-2.760, 6.540, -8.631], [-2.745, 6.738, -9.777], [-2.132, 5.534, -8.117], [-3.331, 7.290, -7.734], [-1.984, 5.669, -7.128], [-1.520, 5.122, -8.808], [-3.434, 7.064, -6.755], [-3.640, 8.196, -8.058], [-8.035, 2.620, -1.326], [-8.235, 1.446, -1.104], [-7.475, 3.083, -2.409], [-8.336, 3.560, -0.541], [-7.118, 2.395, -3.056], [-7.707, 3.996, -2.775], [-8.923, 3.369, 0.258], [-8.200, 4.458, -0.983], [-7.534, 1.145, 6.641], [-8.361, 0.209, 6.711], [-6.250, 0.942, 6.556], [-7.830, 2.359, 6.444], [-5.854, 1.474, 5.794], [-5.909, -0.008, 6.603], [-7.200, 3.030, 6.029], [-8.801, 2.628, 6.379], [-2.625, -1.748, -8.550], [-1.601, -1.742, -9.233], [-3.701, -2.439, -8.843], [-2.783, -1.138, -7.487], [-3.529, -3.024, -9.648], [-4.441, -2.433, -8.156], [-1.986, -0.665, -7.086], [-3.732, -1.109, -7.144], [-0.603, 7.776, -1.963], [-1.192, 6.781, -2.382], [-1.178, 8.659, -1.235], [0.594, 8.216, -2.279], [-0.717, 9.489, -0.893], [-2.134, 8.474, -0.965], [1.050, 8.895, -1.687], [1.269, 7.578, -2.676], [3.460, -6.425, 2.760], [3.748, -7.581, 2.991], [4.200, -5.532, 2.372], [2.267, -5.977, 2.729], [3.730, -4.689, 2.075], [5.153, -5.808, 2.186], [1.726, -6.658, 3.243], [1.993, -5.034, 2.491], [-4.758, -5.392, 7.988], [-3.798, -5.595, 6.768], [-3.912, -4.740, 5.659], [-4.329, -4.325, 8.749], [-4.660, -6.238, 8.667], [-5.809, -5.296, 7.713], [-4.117, -6.580, 6.426], [-2.806, -5.805, 7.166], [-4.856, -4.676, 5.498], [-3.435, -4.047, 8.536], [3.413, -8.952, -3.661], [3.852, -7.505, -4.059], [3.148, -6.528, -3.278], [4.280, -9.800, -4.336], [2.439, -9.039, -4.142], [3.333, -9.268, -2.621], [3.941, -7.353, -5.135], [4.912, -7.393, -3.829], [3.010, -6.820, -2.374], [3.790, -10.322, -4.975], [3.957, -1.129, 8.615], [2.723, -1.440, 7.926], [1.575, -1.427, 8.774], [4.095, 0.304, 8.694], [4.775, -1.619, 8.088], [4.024, -1.427, 9.661], [2.756, -2.413, 7.436], [2.570, -0.666, 7.173], [1.448, -0.515, 9.043], [4.238, 0.601, 7.793], [-1.272, 0.487, 0.537], [-0.757, 0.485, -0.941], [0.408, 1.159, -1.256], [-0.631, -0.433, 1.409], [-2.268, 0.060, 0.421], [-1.301, 1.513, 0.904], [-1.648, 0.768, -1.503], [-0.572, -0.569, -1.148], [0.151, 1.901, -1.808], [-1.251, -0.820, 2.032], [6.183, 1.958, 1.140], [5.193, 3.137, 1.509], [3.916, 2.792, 1.958], [5.505, 0.877, 0.400], [6.796, 1.628, 1.978], [7.036, 2.414, 0.639], [5.052, 3.623, 0.543], [5.572, 3.902, 2.187], [3.355, 2.729, 1.182], [4.562, 1.056, 0.400], [4.100, 4.097, -5.906], [4.308, 3.227, -5.564], [4.805, 4.285, -6.527], [-0.040, 5.844, 5.099], [0.433, 5.225, 4.542], [0.574, 6.567, 5.230]],
  "orbital_gap_ev": 9.2,
  "total_charge": 0
}

***

{
  "formula": "C48H55ClDyN8O4Se",
  "method": "the ωB97M-V functional and the def2-TZVPD basis",
  "symbols": ["Dy", "C", "C", "C", "N", "C", "C", "C", "C", "C", "C", "C", "N", "C", "C", "C", "N", "C", "C", "C", "C", "C", "C", "C", "N", "C", "C", "H", "H", "H", "H", "H", "H", "H", "H", "H", "H", "H", "H", "H", "H", "H", "H", "H", "H", "H", "H", "H", "H", "H", "H", "H", "H", "O", "C", "O", "C", "C", "Cl", "N", "N", "C", "C", "O", "O", "C", "C", "C", "C", "C", "C", "H", "H", "H", "H", "H", "H", "C", "C", "C", "C", "N", "C", "Se", "N", "C", "C", "C", "C", "C", "C", "C", "C", "C", "C", "H", "H", "H", "H", "H", "H", "H", "H", "H", "H", "H", "H", "H", "H", "H", "H", "H", "H", "H", "H", "H", "H", "H"],
  "xyz": [[0.000, 0.000, 0.000], [0.624, 3.936, 1.794], [2.038, 3.346, 1.914], [2.278, 1.967, 1.294], [1.443, 1.798, 0.143], [1.711, 2.161, -1.053], [3.074, 2.590, -1.493], [3.360, 3.705, -2.175], [2.400, 4.709, -2.550], [1.125, 4.465, -2.873], [0.485, 3.172, -2.929], [0.651, 2.090, -2.136], [-0.036, 0.902, -2.139], [-0.021, 0.307, -3.502], [-1.459, 0.047, -3.924], [-2.141, -0.786, -2.854], [-1.756, -0.308, -1.530], [-2.512, 0.559, -0.928], [-3.683, 1.256, -1.552], [-4.936, 0.926, -1.209], [-5.253, -0.113, -0.252], [-4.539, -0.368, 0.857], [-3.382, 0.390, 1.305], [-2.387, 0.924, 0.558], [-1.310, 1.716, 0.844], [-0.944, 1.856, 2.261], [-0.486, 3.279, 2.620], [0.320, 4.010, 0.743], [0.693, 4.977, 2.138], [2.347, 3.328, 2.966], [2.717, 4.052, 1.416], [2.030, 1.192, 2.027], [3.344, 1.829, 1.082], [3.854, 1.904, -1.192], [4.394, 3.913, -2.421], [2.759, 5.732, -2.567], [0.477, 5.293, -3.142], [-0.325, 3.104, -3.650], [0.521, -0.648, -3.478], [0.475, 0.897, -4.283], [-1.493, -0.471, -4.888], [-1.987, 1.000, -4.051], [-1.800, -1.826, -2.938], [-3.224, -0.823, -3.014], [-3.416, 2.012, -2.275], [-5.765, 1.431, -1.689], [-6.127, -0.715, -0.473], [-4.845, -1.168, 1.523], [-3.362, 0.551, 2.376], [-0.151, 1.146, 2.521], [-1.752, 1.636, 2.966], [-0.183, 3.283, 3.675], [-1.365, 3.936, 2.560], [5.060, -1.989, 1.752], [4.862, -2.367, 0.470], [5.813, -2.860, -0.134], [3.527, -2.233, -0.136], [3.183, -2.864, -1.327], [4.183, -3.765, -2.394], [1.875, -2.571, -1.639], [1.383, -1.667, -0.770], [2.342, -1.452, 0.179], [2.275, -0.517, 1.445], [3.143, -0.832, 2.331], [1.472, 0.472, 1.609], [0.996, -3.034, -2.677], [1.220, -4.205, -3.410], [0.327, -4.596, -4.416], [-0.807, -3.836, -4.690], [-1.061, -2.687, -3.950], [-0.171, -2.292, -2.947], [4.270, -1.527, 2.157], [2.047, -4.874, -3.206], [0.516, -5.508, -4.978], [-1.498, -4.145, -5.469], [-1.949, -2.092, -4.144], [-0.396, -1.385, -2.385], [-3.295, -5.996, -0.913], [-3.232, -5.407, -2.318], [-2.934, -3.897, -2.363], [-4.082, -2.976, -1.900], [-4.371, -3.035, -0.457], [-3.571, -2.646, 0.578], [-1.974, -1.952, 0.372], [-4.187, -2.794, 1.787], [-3.670, -2.436, 3.119], [-2.445, -3.256, 3.575], [-2.718, -4.737, 3.896], [-2.992, -5.606, 2.674], [-5.413, -3.280, 1.490], [-6.467, -3.607, 2.351], [-7.654, -4.098, 1.782], [-7.769, -4.248, 0.384], [-6.698, -3.910, -0.460], [-5.525, -3.427, 0.131], [-3.437, -7.094, -0.982], [-4.142, -5.590, -0.337], [-2.343, -5.795, -0.379], [-4.174, -5.626, -2.866], [-2.401, -5.925, -2.845], [-2.763, -3.651, -3.434], [-1.989, -3.679, -1.829], [-4.979, -3.232, -2.498], [-3.819, -1.926, -2.151], [-4.454, -2.544, 3.895], [-3.390, -1.360, 3.097], [-2.109, -2.793, 4.529], [-1.602, -3.170, 2.862], [-3.556, -4.822, 4.621], [-1.804, -5.145, 4.380], [-3.928, -5.318, 2.169], [-3.101, -6.664, 2.993], [-2.142, -5.536, 1.964], [-6.392, -3.498, 3.423], [-8.487, -4.361, 2.420], [-8.690, -4.626, -0.041], [-6.799, -4.031, -1.529], [0.062, -1.168, 1.685]],
  "orbital_gap_ev": [5.1, 5.2],
  "s_squared": 9.353,
  "total_charge": -1,
  "multiplicity": 6
}

***

{
  "formula": "C5H9NO",
  "method": "the ωB97M-V functional and the def2-TZVPD basis",
  "symbols": ["C", "C", "N", "C", "C", "C", "O", "H", "H", "H", "H", "H", "H", "H", "H", "H"],
  "xyz": [[0.771, 0.797, 1.617], [0.366, -0.087, 0.462], [1.158, -1.239, 0.349], [-0.400, 0.228, -0.681], [-0.365, -0.247, -2.091], [-1.576, 0.501, 0.098], [-2.468, -0.029, 0.748], [0.162, 1.699, 1.687], [1.830, 1.065, 1.533], [0.638, 0.264, 2.564], [0.643, -2.062, 0.053], [1.761, -1.421, 1.143], [0.536, 0.111, -2.595], [-0.403, -1.340, -2.149], [-1.238, 0.128, -2.635], [-1.416, 1.632, -0.105]],
  "orbital_gap_ev": [8.0, 8.0],
  "total_charge": 0,
  "smiles": "C/C(N)=C(/C)C=O",
  "e_above_lowest_ev": 4.271
}

***

{
  "formula": "C2H2N4",
  "method": "the ωB97M-V functional and the def2-TZVPD basis",
  "symbols": ["N", "N", "C", "C", "N", "N", "H", "H"],
  "xyz": [[-1.660, 0.969, 0.024], [-1.840, 0.000, -0.691], [-0.859, -0.141, 0.335], [0.865, -0.173, -0.341], [1.609, 0.992, -0.006], [1.801, -0.007, 0.692], [-1.097, -0.810, 1.037], [1.180, -0.830, -1.050]],
  "orbital_gap_ev": 10.9,
  "total_charge": 0,
  "smiles": "N1=NC1C1N=N1",
  "e_above_lowest_ev": 5.506
}

***

{
  "formula": "C3HNOS3",
  "method": "the ωB97M-V functional and the def2-TZVPD basis",
  "symbols": ["C", "C", "C", "N", "O", "S", "S", "S", "H"],
  "xyz": [[-0.471, -1.027, 0.999], [-0.899, 0.209, 0.952], [0.908, -0.434, -1.057], [0.470, 0.786, -0.923], [-0.542, 1.165, -0.003], [-0.191, -2.477, 1.655], [-2.096, 0.831, 2.041], [2.076, -0.687, -2.237], [0.744, 1.633, -1.427]],
  "orbital_gap_ev": 4.9,
  "total_charge": -2,
  "e_above_lowest_ev": 4.849
}

***

{
  "formula": "C3H5O4Tl",
  "method": "the ωB97M-V functional and the def2-TZVPD basis",
  "symbols": ["C", "O", "C", "O", "Tl", "H", "H", "H", "H", "H", "O", "C", "O"],
  "xyz": [[-2.091, 0.059, 0.242], [-0.749, 0.468, 0.108], [0.043, -0.406, -0.658], [1.330, 0.111, -0.644], [1.834, 2.136, -0.661], [-2.594, 0.807, 0.865], [-2.591, 0.018, -0.739], [-2.149, -0.929, 0.728], [-0.307, -0.432, -1.705], [0.034, -1.411, -0.201], [2.875, 0.911, 0.780], [2.285, -0.171, 0.621], [2.080, -1.160, 1.263]],
  "orbital_gap_ev": [9.9, 5.3],
  "s_squared": 0.757,
  "total_charge": 1,
  "e_above_lowest_ev": 1.583,
  "multiplicity": 2
}

***

{
  "formula": "C20H19FN4O2S",
  "method": "the ωB97M-V functional and the def2-TZVPD basis",
  "symbols": ["C", "C", "C", "C", "C", "N", "C", "C", "O", "N", "C", "C", "C", "C", "C", "F", "C", "C", "C", "O", "C", "C", "S", "N", "N", "C", "C", "C", "H", "H", "H", "H", "H", "H", "H", "H", "H", "H", "H", "H", "H", "H", "H", "H", "H", "H", "H"],
  "xyz": [[-0.991, -3.366, -1.470], [-0.285, -2.104, -1.084], [-0.229, -1.702, 0.244], [0.438, -0.548, 0.598], [1.086, 0.216, -0.365], [1.797, 1.386, 0.039], [1.270, 2.691, -0.322], [-0.236, 2.785, -0.107], [-0.990, 3.169, -0.976], [-0.634, 2.446, 1.135], [-2.036, 2.374, 1.500], [-2.599, 0.997, 1.253], [-2.854, 0.590, -0.053], [-3.341, -0.676, -0.313], [-3.572, -1.528, 0.751], [-4.044, -2.771, 0.505], [-3.325, -1.153, 2.058], [-2.832, 0.117, 2.300], [2.998, 1.325, 0.659], [3.634, 2.309, 0.984], [3.520, -0.056, 0.885], [4.676, -0.554, 0.334], [4.894, -2.144, 0.907], [3.513, -2.043, 1.814], [2.924, -0.941, 1.708], [1.058, -0.175, -1.704], [1.765, 0.605, -2.769], [0.358, -1.327, -2.036], [-1.902, -3.495, -0.890], [-1.241, -3.367, -2.528], [-0.349, -4.225, -1.271], [-0.706, -2.297, 1.008], [0.482, -0.252, 1.634], [1.788, 3.428, 0.301], [1.473, 2.925, -1.371], [0.040, 2.056, 1.775], [-2.139, 2.655, 2.550], [-2.556, 3.103, 0.873], [-2.665, 1.274, -0.866], [-3.543, -1.004, -1.320], [-3.516, -1.846, 2.862], [-2.635, 0.424, 3.317], [5.359, -0.080, -0.340], [2.004, -0.038, -3.613], [1.125, 1.410, -3.131], [2.688, 1.041, -2.390], [0.331, -1.633, -3.073]],
  "orbital_gap_ev": 9.1,
  "total_charge": 0,
  "smiles": "Cc1ccc(N(CC(=O)NCc2ccc(F)cc2)C(=O)c2csnn2)c(C)c1",
  "e_above_lowest_ev": 1.347
}

***

{
  "formula": "C3H9N2",
  "method": "the ωB97M-V functional and the def2-TZVPD basis",
  "symbols": ["C", "C", "N", "C", "N", "H", "H", "H", "H", "H", "H", "H", "H", "H"],
  "xyz": [[1.201, 1.186, -1.487], [1.161, 0.268, -0.207], [-0.248, 0.072, 0.298], [-0.832, -0.990, 0.702], [-2.040, -1.242, 1.267], [1.744, 0.760, -2.366], [0.208, 1.568, -1.839], [1.728, 2.050, -1.288], [1.363, -0.821, -0.314], [1.620, 0.747, 0.737], [-0.788, 0.908, 0.533], [-0.341, -1.956, 0.535], [-2.613, -0.486, 1.580], [-2.162, -2.062, 1.851]],
  "orbital_gap_ev": 12.0,
  "total_charge": 1,
  "smiles": "CC/[NH+]=C/N",
  "e_above_lowest_ev": 0.897
}